Entry 1:
{
  "formula": "C28H78N6O8",
  "method": "wB97M-V/def2-TZVPD",
  "elements": ["C", "C", "O", "H", "H", "H", "H", "H", "H", "C", "C", "O", "H", "H", "H", "H", "H", "H", "C", "C", "C", "O", "C", "N", "H", "H", "H", "H", "H", "H", "H", "H", "H", "H", "H", "C", "C", "C", "O", "C", "N", "H", "H", "H", "H", "H", "H", "H", "H", "H", "H", "H", "C", "C", "C", "O", "C", "N", "H", "H", "H", "H", "H", "H", "H", "H", "H", "H", "H", "C", "C", "C", "O", "C", "N", "H", "H", "H", "H", "H", "H", "H", "H", "H", "H", "H", "C", "C", "C", "O", "C", "N", "H", "H", "H", "H", "H", "H", "H", "H", "H", "H", "H", "C", "C", "C", "O", "C", "N", "H", "H", "H", "H", "H", "H", "H", "H", "H", "H", "H"],
  "coordinates": [[20.91, 8.42, -14.46], [20.92, 7.76, -15.85], [22.23, 7.48, -16.26], [21.21, 7.74, -13.66], [19.92, 8.67, -14.07], [21.62, 9.20, -14.19], [20.45, 8.46, -16.54], [20.39, 6.80, -15.93], [22.15, 6.61, -16.68], [24.74, 6.29, -18.69], [26.14, 6.52, -19.27], [26.45, 5.36, -19.96], [24.66, 5.46, -17.98], [24.05, 5.97, -19.47], [24.29, 7.15, -18.21], [26.91, 6.78, -18.53], [26.25, 7.48, -19.77], [27.30, 5.49, -20.40], [17.25, 7.37, -16.95], [16.66, 7.38, -18.39], [15.72, 8.60, -18.57], [14.45, 8.44, -17.76], [13.64, 9.61, -17.86], [17.75, 7.28, -19.26], [17.98, 8.19, -16.94], [17.73, 6.43, -16.67], [16.53, 7.63, -16.18], [16.01, 6.51, -18.37], [15.33, 8.81, -19.57], [16.27, 9.52, -18.37], [12.71, 9.51, -17.30], [13.33, 9.81, -18.89], [14.06, 10.59, -17.64], [18.29, 8.13, -19.22], [17.30, 7.32, -20.17], [20.66, 11.49, -21.49], [20.50, 10.43, -20.47], [21.15, 10.83, -19.16], [22.63, 10.72, -19.19], [23.10, 9.69, -18.36], [19.05, 10.23, -20.21], [20.32, 12.47, -21.17], [20.21, 11.31, -22.47], [21.73, 11.59, -21.70], [20.87, 9.53, -20.95], [20.69, 10.25, -18.35], [21.07, 11.86, -18.81], [22.57, 8.80, -18.71], [22.97, 10.02, -17.33], [24.15, 9.50, -18.58], [18.59, 11.13, -20.12], [18.67, 9.86, -21.07], [18.97, 5.04, -12.00], [17.57, 4.69, -12.62], [17.51, 3.94, -13.92], [16.13, 4.01, -14.16], [15.73, 3.74, -15.46], [16.67, 4.20, -11.66], [19.44, 5.80, -12.61], [19.67, 4.21, -11.90], [18.77, 5.56, -11.06], [17.13, 5.66, -12.87], [17.72, 2.88, -13.81], [18.20, 4.36, -14.66], [14.67, 4.00, -15.49], [15.80, 2.67, -15.67], [16.35, 4.22, -16.22], [16.97, 3.30, -11.30], [15.89, 3.87, -12.20], [22.93, 11.57, -10.99], [24.30, 10.96, -10.97], [24.95, 10.70, -12.36], [24.22, 9.66, -12.96], [24.82, 9.25, -14.20], [25.24, 11.89, -10.26], [22.61, 11.75, -9.96], [22.20, 11.04, -11.60], [23.05, 12.57, -11.40], [24.28, 10.03, -10.41], [26.01, 10.48, -12.22], [25.01, 11.62, -12.94], [24.38, 8.38, -14.70], [25.73, 8.73, -13.92], [24.95, 10.07, -14.90], [24.85, 12.48, -9.54], [26.05, 11.35, -10.00], [23.33, 6.04, -9.67], [21.88, 6.54, -10.07], [21.25, 7.61, -9.18], [21.24, 7.05, -7.89], [20.73, 7.90, -6.84], [21.91, 7.02, -11.42], [23.90, 5.57, -10.47], [23.17, 5.33, -8.86], [23.97, 6.88, -9.37], [21.27, 5.64, -10.16], [20.20, 7.77, -9.42], [21.76, 8.57, -9.18], [21.48, 8.69, -6.83], [20.79, 7.35, -5.90], [19.70, 8.20, -7.04], [22.77, 6.64, -11.78], [22.06, 8.01, -11.48], [20.39, 1.77, -14.85], [20.82, 3.10, -15.45], [22.33, 3.10, -15.81], [22.83, 2.12, -16.67], [24.12, 2.42, -17.23], [20.13, 3.39, -16.78], [20.62, 1.78, -13.79], [20.99, 0.90, -15.08], [19.37, 1.40, -14.94], [20.65, 3.98, -14.84], [22.97, 3.04, -14.93], [22.66, 4.05, -16.23], [24.44, 1.61, -17.89], [24.76, 2.60, -16.36], [24.08, 3.29, -17.88], [19.16, 3.13, -16.90], [20.39, 2.64, -17.40]],
  "e_above_lowest_kcal_mol": 117.00,
  "energy_ev": -55613.8114,
  "smiles": "COC[C@H](C)N.COC[C@H](C)N.COC[C@H](C)N.COC[C@H](C)N.COC[C@H](C)N.COC[C@H](C)N.CCO.CCO",
  "gap_ev": 9.56
}

Entry 2:
{
  "formula": "C4H6N2O",
  "method": "wB97M-V/def2-TZVPD",
  "elements": ["C", "C", "C", "C", "H", "H", "H", "H", "H", "H", "N", "N", "O"],
  "coordinates": [[0.85, 1.00, -1.55], [-0.38, -0.26, 0.11], [0.65, -0.58, 0.94], [-1.15, -1.32, 1.81], [1.54, 0.24, -1.91], [1.32, 1.65, -0.74], [0.53, 1.74, -2.41], [-1.22, 1.01, -1.21], [1.70, -0.20, 1.02], [-2.03, -1.63, 2.40], [-0.38, 0.41, -1.14], [0.08, -1.34, 2.06], [-1.52, -0.73, 0.63]],
  "e_above_lowest_kcal_mol": 38.63,
  "energy_ev": -9271.8266,
  "smiles": "CNc1cnco1",
  "gap_ev": 9.25
}

Entry 3:
{
  "formula": "C4H28O11Pt",
  "method": "wB97M-V/def2-TZVPD",
  "elements": ["Pt", "C", "C", "O", "H", "H", "H", "H", "H", "C", "C", "O", "H", "H", "H", "H", "H", "O", "H", "H", "O", "H", "H", "O", "H", "H", "O", "H", "H", "O", "H", "H", "O", "H", "H", "O", "H", "H", "O", "H", "H", "O", "H", "H"],
  "coordinates": [[3.12, -1.20, 1.58], [-0.27, 0.25, 0.30], [0.91, -0.64, 0.52], [1.99, 0.29, 1.12], [-1.15, -0.21, -0.15], [0.06, 1.05, -0.40], [-0.61, 0.73, 1.22], [1.31, -0.89, -0.46], [0.72, -1.53, 1.15], [1.39, -4.29, 0.98], [2.46, -3.57, 0.22], [3.36, -3.17, 1.42], [1.96, -4.76, 1.82], [0.78, -5.07, 0.52], [0.74, -3.57, 1.48], [2.08, -2.63, -0.22], [3.15, -4.07, -0.48], [2.33, 2.12, -1.12], [1.60, 2.71, -0.89], [2.68, 1.85, -0.26], [-0.65, -1.35, -3.34], [0.27, -1.10, -3.46], [-0.94, -1.64, -4.21], [-0.57, -0.76, 3.73], [-1.28, -0.11, 3.80], [0.21, -0.21, 3.64], [-3.11, 2.67, -0.37], [-2.44, 2.76, -1.05], [-2.68, 2.32, 0.42], [-2.19, -3.30, 0.77], [-1.92, -2.37, 0.77], [-2.32, -3.56, 1.68], [-2.95, 0.47, -3.66], [-2.65, 1.23, -3.16], [-2.38, -0.24, -3.32], [0.20, 2.48, 2.54], [0.96, 2.02, 2.19], [0.51, 3.22, 3.06], [-1.28, 3.10, -2.94], [-1.04, 3.93, -3.34], [-0.49, 2.75, -2.53], [-0.41, 4.97, -0.12], [-0.18, 4.72, 0.79], [-1.29, 4.60, -0.25]],
  "energy_ev": -30366.8161,
  "spin_multiplicity": 3,
  "gap_ev": [9.98, 7.65]
}

Question: What is the formula in the first record?
Answer: C28H78N6O8